[1]
Density functional theory data (ωB97M-V/def2-TZVPD) for C4H4N4O3S as an isolated structure.

Each line ends with the Löwdin charge.
Element x y z (Å)
C 1.4651 0.0576 0.6839  -0.23
C 1.7765 1.1637 1.4756  -0.36
C -0.2149 1.2934 0.2867  -0.39
C -2.6410 0.8798 -1.1907  -0.57
N 0.2957 0.1501 0.0318  0.00
N -2.2458 -0.4330 -1.2550  0.17
N -1.7560 1.7989 -0.6562  0.16
N -1.9677 3.1221 -0.4934  -0.39
O -1.2051 3.7171 0.2947  -0.09
O -3.7344 1.1171 -1.6150  0.10
O -2.8265 3.6113 -1.1903  0.13
S 0.6689 2.4318 1.1526  1.13
H 1.9924 -0.9406 0.5353  0.14
H 2.6306 1.1133 2.0812  0.05
H -1.4915 -0.7649 -0.6608  0.07
H -2.7280 -0.9975 -1.8731  0.08

Lowest unoccupied orbital energy in eV: -0.13
Highest occupied orbital energy in eV: -10.107
Net charge: 0
Gap between HOMO and LUMO in eV: 9.98

---

[2]
Density functional theory data (ωB97M-V/def2-TZVPD) for a 2-piece molecular cluster, C4H9N2O overall.

Each line ends with the Löwdin spin population.
Element x y z (Å)
C 2.3116 -0.7287 -0.6280  0.00
C 1.0293 -0.1095 -0.1173  0.03
C 0.6076 1.2061 -0.4129  0.02
N -0.3851 1.4996 0.4415  0.20
C -0.6560 0.3433 1.1919  0.47
N 0.3124 -0.6028 0.9100  0.20
H 3.1366 0.0537 -0.3479  0.00
H 2.2483 -0.8204 -1.6822  0.00
H 2.5579 -1.8063 -0.0951  0.00
H 1.1973 1.7332 -1.2112  0.00
H -1.0983 2.3174 0.4008  0.01
H -1.6979 0.1798 1.7762  0.03
H 0.0399 -1.5899 1.0658  0.02
H -3.5341 0.1811 -0.5850  0.00
H -3.1842 -1.3801 -0.6097  0.00
O -2.8851 -0.4764 -0.0969  0.02

Lowest unoccupied orbital energy (spin up / spin down) in eV: 0.60 / 0.55
Highest occupied orbital energy (spin up / spin down) in eV: -3.720 / -7.235
Net charge: 0
Gap between HOMO and LUMO (spin up / spin down) in eV: 4.32 / 7.79
Spin multiplicity: 2

---

[3]
Density functional theory data (ωB97M-V/def2-TZVPD) for a 2-piece molecular cluster, C2H2INO3 overall.

Each line ends with the Löwdin charge.
Element x y z (Å)
C 0.1527 0.5233 -0.2042  -0.28
C -3.7842 0.4693 -1.7498  -0.59
N 1.0299 0.0448 0.4076  0.05
O -0.6047 1.0863 -0.9147  0.13
O -2.7995 0.0910 -2.5392  -0.16
O 1.3238 -0.5648 1.6035  0.04
I -5.3541 -0.9127 -2.0060  0.68
H -2.1448 0.7188 -2.3074  0.01
H 1.1445 -1.4601 1.2792  0.12

Lowest unoccupied orbital energy in eV: -0.06
Highest occupied orbital energy in eV: -8.866
Net charge: 0
Gap between HOMO and LUMO in eV: 8.80

---

[4]
Density functional theory data (ωB97M-V/def2-TZVPD) for C12H5Cl2F5GaNO4S6 as an isolated structure.

Each line ends with the Löwdin charge.
Element x y z (Å)
Ga 0.6191 0.6534 -0.8539  -0.06
O 4.0999 3.9207 -5.5225  -0.11
C 3.4322 3.2953 -4.7318  -1.06
S 2.0144 3.9435 -3.9076  0.94
C 1.6079 2.4987 -3.0036  -1.13
C 2.4159 1.4329 -3.1577  -1.14
S 2.2187 -0.1199 -2.3761  0.60
S 3.7714 1.6342 -4.2513  0.94
S 0.1714 2.5661 -1.9957  0.60
F -5.4326 -5.2409 3.5594  0.07
C -4.4055 -4.3684 3.4804  -0.16
C -4.6400 -3.0073 3.4130  -0.16
F -5.9094 -2.5568 3.4358  0.08
C -3.5820 -2.1236 3.3208  -0.25
F -3.9053 -0.8204 3.2542  0.06
C -2.2386 -2.5206 3.2956  -0.62
S -0.9187 -1.4094 3.1514  0.55
C -2.0561 -3.9096 3.3657  -0.26
F -0.8177 -4.4277 3.3510  0.06
C -3.0951 -4.8144 3.4592  -0.16
F -2.8488 -6.1370 3.5245  0.08
Cl -1.8000 2.2312 0.9533  0.54
C -1.4384 2.0389 2.6711  -1.00
Cl -2.2410 3.3082 3.6512  0.44
H -0.3692 2.1541 2.7985  0.00
H -1.7901 1.0711 3.0020  -0.06
O -1.9989 -2.7072 -0.2239  -0.53
S -0.7950 -1.8965 -0.1330  0.68
N -0.8303 -0.5681 -0.7929  -0.41
C 2.7091 -0.4014 2.5751  -0.08
O 2.1677 -0.2836 1.2585  -0.14
C 1.4976 0.8546 0.9505  -0.51
O 1.4437 1.7950 1.7121  -0.02
H 3.6427 -0.9555 2.4832  0.08
H 2.0066 -0.9580 3.1971  0.05
H 2.8941 0.5780 3.0119  0.08

Lowest unoccupied orbital energy in eV: 4.22
Highest occupied orbital energy in eV: -2.066
Net charge: -2
Gap between HOMO and LUMO in eV: 6.29

---

[5]
Density functional theory data (ωB97M-V/def2-TZVPD) for one molecule with the formula C6H12N2.

Each line ends with the Löwdin charge.
Element x y z (Å)
C -0.9973 -1.5405 0.9086  -0.07
C 0.2043 -0.9675 0.1735  -0.32
C 0.0544 -0.8443 -1.3687  -0.16
C -0.6903 0.9736 -0.3923  -0.29
C -0.4584 1.7258 0.8374  -0.01
C 0.4182 0.5268 0.5761  -0.32
H -1.0833 -2.6928 0.9308  0.11
H -1.0647 -1.1460 1.9632  0.10
H -1.8124 -1.1987 0.3443  0.04
H 1.1390 -1.4687 0.4488  0.12
H 0.9075 -1.1236 -2.0171  0.12
H -0.8196 -1.4321 -1.7374  0.12
H 0.7365 0.9288 -1.7488  0.05
H -1.5785 0.4508 -0.1888  0.10
H 0.2058 2.5170 1.1180  0.10
H -1.3654 1.7724 1.4237  0.11
H 2.2364 1.6047 0.6502  0.06
H 2.4107 0.2631 -0.1880  0.09
N -0.1871 0.5953 -1.6978  0.01
N 1.7441 1.0558 -0.0355  0.06

Lowest unoccupied orbital energy in eV: 1.01
Highest occupied orbital energy in eV: -7.824
Net charge: 0
SMILES string: C[C@H]1CN[C@@H]2C[C@@]12N
Gap between HOMO and LUMO in eV: 8.83

---

Relative energy (zero: lowest compared OMol25 entry of this formula, charge and spin), record by record: 30.2 262.8 536.1 1.3 429.8 kJ/mol
Strongest force on any atom, record by record: 6.53 5.48 2.74 0.40 2.47 eV/Å